This record from the OMol25 dataset describes C8H12NOP as an isolated structure at a distorted geometry. The level of theory is ωB97M-V/def2-TZVPD.

Each line ends with the Löwdin charge.
Positions of all 23 atoms, in Å:
C1 3.110 1.078 -0.010  -0.18
C2 1.776 1.234 0.477  -0.15
C3 3.395 -0.172 -0.423  -0.30
C4 1.064 0.125 0.335  -0.33
C5 -1.437 1.017 0.595  -0.17
C6 -1.151 -1.343 0.988  -0.23
C7 -1.551 0.741 -0.879  -0.16
C8 -1.473 -1.596 -0.476  -0.24
N1 -0.547 -0.042 1.212  -0.02
O1 -2.278 -0.531 -1.009  -0.14
P1 1.869 -1.251 -0.461  0.95
H1 3.705 1.998 -0.050  0.11
H2 1.631 2.024 1.041  0.06
H3 4.152 -0.486 -1.088  0.03
H4 -1.060 2.009 0.615  0.10
H5 -2.350 1.019 1.050  0.09
H6 -2.124 -1.384 1.421  0.12
H7 -0.531 -2.130 1.263  0.08
H8 -2.184 1.368 -1.434  0.11
H9 -0.593 0.671 -1.308  0.09
H10 -0.533 -1.771 -1.077  0.06
H11 -1.867 -2.607 -0.585  0.12
H12 2.084 -2.166 0.707  0.00

Cartesian forces, eV/Å:
0.696 -0.138 -0.713
0.845 -3.495 -1.499
-1.055 -0.508 -0.390
-5.108 -0.969 3.127
3.040 -1.099 -1.870
-0.362 1.236 -2.600
-2.192 -2.439 1.109
1.153 -0.052 -0.982
3.026 2.041 -1.622
1.109 -0.897 -0.115
1.451 0.151 0.702
0.298 -0.727 -0.222
-1.744 3.868 2.460
1.321 -0.025 -0.156
0.968 0.914 0.936
-2.539 -0.234 1.322
-0.556 0.073 1.211
1.152 -1.328 1.241
-0.620 1.395 -0.543
1.203 -0.076 -0.757
-0.619 0.888 0.339
-1.219 0.298 -0.019
-0.248 1.124 -0.961

Computed properties:
ΔE to the lowest compared entry with this formula, charge and spin, kcal per mole: 96.10
DFT total energy, a.u.: -783.2042
E_LUMO, eV: 0.246
Gap between HOMO and LUMO, hartree: 0.31036


This record from the OMol25 dataset describes an isolated ion of composition C8H12O5P and charge -1 at a distorted geometry. The level of theory is ωB97M-V/def2-TZVPD.

Each line ends with the Mulliken spin population.
Positions of all 26 atoms, in Å:
C1 0.472 -1.956 1.803  0.82
C2 -0.477 -1.269 1.078  0.29
C3 -1.762 -0.747 -0.924  0.31
C4 0.072 -1.316 3.127  -0.12
C5 -1.074 -0.590 2.247  -0.02
C6 -1.077 2.458 -2.898  0.01
C7 1.783 0.268 -0.738  0.03
C8 -0.637 -1.267 -0.372  0.30
O1 -2.877 -0.460 -0.449  0.24
O2 -1.539 -0.249 -2.319  0.00
O3 0.879 -0.797 -3.233  0.01
O4 -0.150 1.580 -3.407  0.00
O5 0.587 0.869 -1.231  -0.03
P1 -0.006 0.191 -2.559  0.02
H1 1.238 -2.538 1.360  -0.01
H2 -0.159 -2.024 3.929  0.01
H3 0.859 -0.534 3.300  0.06
H4 -0.865 0.526 2.314  0.03
H5 -2.100 -0.761 2.615  0.02
H6 -1.147 3.346 -3.547  0.00
H7 -0.873 2.683 -1.851  -0.01
H8 -2.126 2.010 -2.858  0.00
H9 2.361 1.051 -0.436  -0.01
H10 2.386 -0.265 -1.532  0.00
H11 1.533 -0.354 0.216  0.02
H12 0.124 -1.747 -0.965  0.03

Cartesian forces, eV/Å:
0.960 -1.439 1.200
-1.767 0.917 -4.949
-3.312 1.118 -1.270
0.891 0.561 -1.655
0.378 1.323 1.843
-2.917 0.702 0.457
-0.452 -2.607 0.880
0.763 -1.186 5.193
1.033 -0.164 -0.295
1.893 0.475 0.132
-0.797 1.032 0.592
0.587 -1.994 -0.662
0.020 -0.942 -0.559
-0.427 0.244 -1.509
1.066 -0.677 0.359
0.012 0.613 0.195
-0.671 -0.743 0.945
-0.582 -0.959 -0.235
0.154 -0.117 -0.502
0.348 -0.208 0.418
0.244 0.527 -0.044
1.223 0.398 -0.277
1.696 2.301 0.975
-1.089 0.196 0.901
0.561 0.771 -1.956
0.183 -0.144 -0.178

Computed properties:
⟨S²⟩: 2.008
Charge: -1
Spin multiplicity: 3
DFT total energy, a.u.: -1029.5338
E_LUMO (spin up / spin down), eV: 3.564 / 2.813
Gap between HOMO and LUMO (spin up / spin down), hartree: 0.13050 / 0.28932


This record from the OMol25 dataset describes a 2-piece molecular cluster, C8H12OS overall at a distorted geometry. The level of theory is ωB97M-V/def2-TZVPD.

Each line ends with the Mulliken spin population.
Positions of all 22 atoms, in Å:
C1 0.005 -0.723 0.408  1.46
C2 0.275 3.327 -1.887  0.01
C3 1.044 -0.249 1.041  -0.33
C4 -1.020 -0.889 -0.373  0.47
C5 1.726 0.997 0.342  0.14
C6 1.685 -0.814 2.317  0.14
C7 -1.148 -1.904 -1.479  0.08
C8 -2.281 -0.184 0.030  0.07
O1 0.891 4.309 -1.788  0.00
S1 -0.609 2.088 -2.217  -0.01
H1 2.698 1.124 0.748  -0.01
H2 1.816 0.864 -0.716  -0.01
H3 0.875 1.739 0.505  0.00
H4 1.138 -1.457 2.949  -0.05
H5 2.394 -1.447 1.985  -0.01
H6 2.045 -0.070 2.967  -0.01
H7 -2.158 -1.618 -1.872  0.00
H8 -1.145 -2.825 -1.018  -0.02
H9 -0.370 -1.927 -2.233  0.03
H10 -2.531 0.365 -0.844  0.03
H11 -2.282 0.288 0.970  -0.02
H12 -3.048 -0.995 0.165  0.03

Cartesian forces, eV/Å:
8.518 -0.366 7.695
0.458 1.473 -0.696
-0.934 -0.063 -1.414
-6.900 0.056 -6.168
-2.531 -0.484 1.015
-2.088 1.509 -0.685
-1.228 3.480 0.002
-0.261 -3.150 -0.712
-0.453 -1.163 0.380
-0.036 -0.296 0.240
0.662 0.944 0.594
0.011 -0.291 -0.627
1.995 -0.015 -0.008
-1.664 -0.540 0.300
3.176 -1.747 -1.017
0.882 1.199 0.514
0.942 -1.022 -0.377
-0.256 -2.733 0.987
0.128 0.306 -0.200
-0.947 1.149 -0.330
0.426 1.222 0.816
0.099 0.533 -0.310

Computed properties:
⟨S²⟩: 2.012
ΔE to the lowest compared entry with this formula, charge and spin, kcal per mole: 35.96
Spin multiplicity: 3
DFT total energy, a.u.: -785.2039
E_LUMO (spin up / spin down), eV: 0.518 / -1.661
Gap between HOMO and LUMO (spin up / spin down), hartree: 0.17540 / 0.25907


This record from the OMol25 dataset describes a 2-piece molecular cluster, C8H12S overall at a distorted geometry. The level of theory is ωB97M-V/def2-TZVPD.

Each line ends with the Löwdin charge.
Positions of all 21 atoms, in Å:
C1 1.118 -2.092 -0.953  -0.14
C2 -0.057 -1.486 -0.784  -0.15
C3 2.269 -1.390 -1.312  -0.10
C4 -0.221 -0.166 -1.156  -0.17
C5 2.148 0.004 -1.601  -0.06
C6 0.853 0.599 -1.566  -0.13
C7 -0.273 0.317 2.034  -0.49
C8 -2.488 1.696 1.240  -0.32
S1 -0.571 1.739 1.094  0.72
H1 1.203 -3.298 -0.943  0.15
H2 -0.950 -1.945 -0.474  0.09
H3 3.196 -1.990 -1.417  0.10
H4 -1.177 0.373 -1.290  0.10
H5 2.965 0.731 -1.639  0.10
H6 0.802 1.601 -1.818  0.07
H7 -0.974 -0.377 1.661  -0.01
H8 0.864 0.075 1.849  0.08
H9 -0.297 0.581 3.148  0.06
H10 -2.819 2.509 1.975  0.05
H11 -2.972 1.777 0.243  0.03
H12 -2.619 0.740 1.708  0.00

Cartesian forces, eV/Å:
2.821 -4.206 -0.557
-2.220 1.762 -0.441
0.217 0.818 -0.567
-0.422 1.588 -1.258
-0.926 -0.298 1.229
2.300 -2.931 0.334
3.518 0.599 2.134
1.335 1.647 0.537
-2.069 2.335 -0.512
-0.258 3.031 0.470
-0.804 -1.175 0.319
-0.515 0.897 0.092
0.280 -0.976 0.698
0.138 -0.789 -0.567
-0.474 1.782 -0.365
-0.223 -1.541 0.256
-2.298 -0.113 0.100
-0.462 -0.853 -1.437
0.330 -1.128 -1.288
0.362 -0.028 0.813
-0.629 -0.420 0.008

Computed properties:
SMILES string: c1ccccc1.CSC
ΔE to the lowest compared entry with this formula, charge and spin, kcal per mole: 39.72
DFT total energy, a.u.: -710.1412
E_LUMO, eV: 0.916
Gap between HOMO and LUMO, hartree: 0.32567


This record from the OMol25 dataset describes C8H13BI2IrN4O as an isolated structure at a distorted geometry. The level of theory is ωB97M-V/def2-TZVPD.

Each line ends with the Mulliken spin population.
Positions of all 30 atoms, in Å:
Ir1 -0.069 1.135 0.330  0.49
I1 1.273 2.218 1.837  0.09
C1 0.524 4.118 1.350  0.00
I2 -1.338 3.578 0.496  0.01
H1 1.151 4.524 0.562  0.00
H2 0.404 4.796 2.189  0.00
B1 -0.666 -2.421 0.059  -0.01
N1 -1.730 -1.274 -0.199  -0.01
C2 -2.933 -1.606 -0.613  0.01
C3 -3.716 -0.453 -0.846  0.00
C4 -2.898 0.575 -0.532  0.00
N2 -1.673 0.086 -0.079  0.08
N3 0.697 -1.829 0.577  0.01
C5 1.701 -2.610 0.927  0.01
C6 2.781 -1.825 1.281  0.00
C7 2.350 -0.527 1.133  0.01
N4 1.067 -0.535 0.725  -0.01
H3 -1.114 -3.155 0.894  0.00
H4 -0.467 -2.939 -1.009  0.00
H5 -3.192 -2.648 -0.727  0.00
H6 -4.734 -0.412 -1.192  0.00
H7 -3.103 1.626 -0.602  0.00
H8 1.596 -3.680 0.885  0.00
H9 3.752 -2.167 1.596  0.00
H10 2.871 0.394 1.289  0.00
C8 1.518 0.954 -2.113  0.00
O1 1.012 1.798 -1.074  0.30
H11 0.765 0.231 -2.421  0.00
H12 2.415 0.439 -1.774  0.02
H13 1.758 1.614 -2.948  0.00

Cartesian forces, eV/Å:
-2.690 -3.815 -4.541
4.068 3.635 5.259
-0.027 0.383 -0.212
-0.161 -0.070 -0.327
-0.004 0.065 0.047
0.010 -0.092 0.120
0.211 0.077 -0.105
-0.494 -0.199 0.254
-0.050 0.017 -0.026
0.085 -0.152 0.022
0.166 -0.188 0.286
-0.483 0.255 -0.692
-0.944 0.454 -0.091
0.150 -0.108 -0.078
0.682 0.192 0.238
0.214 -0.552 0.108
-0.700 -0.065 -0.653
0.062 0.086 -0.064
-0.004 0.050 0.148
0.018 0.004 -0.057
0.015 -0.014 -0.035
0.058 0.122 0.081
-0.016 -0.060 0.016
0.002 0.061 0.020
0.447 -0.066 -0.090
0.093 -0.299 0.139
-0.696 0.381 0.137
-0.039 -0.076 -0.047
0.075 -0.060 0.022
-0.048 0.034 0.121

Computed properties:
⟨S²⟩: 0.754
Charge: +2
ΔE to the lowest compared entry with this formula, charge and spin, kcal per mole: 33.81
Spin multiplicity: 2
DFT total energy, a.u.: -1330.7350
E_LUMO (spin up / spin down), eV: -9.315 / -10.090
Gap between HOMO and LUMO (spin up / spin down), hartree: 0.23382 / 0.20532


This record from the OMol25 dataset describes a 2-piece molecular cluster, C8H13BrNO4 overall at a distorted geometry. The level of theory is ωB97M-V/def2-TZVPD.

Each line ends with the Löwdin charge.
Positions of all 27 atoms, in Å:
C1 2.091 4.158 1.832  -0.57
C2 -0.173 -0.218 0.571  -0.51
C3 -0.363 0.039 3.379  -0.21
C4 -1.656 -1.728 -1.544  0.01
C5 -0.240 -0.131 -3.006  -0.04
C6 0.961 -1.984 -1.737  -0.01
C7 0.367 1.130 2.571  -0.51
C8 -0.287 -1.017 -1.806  -0.53
N1 0.052 0.997 1.165  -0.02
O1 2.392 4.034 2.923  0.16
O2 1.812 4.212 0.727  0.17
O3 -0.306 -1.337 1.017  0.05
O4 -0.131 -0.014 -0.803  -0.04
Br1 -0.624 3.038 3.022  0.27
H1 -1.357 0.203 3.730  0.04
H2 -0.485 -0.757 2.736  -0.01
H3 0.399 -0.223 4.121  0.06
H4 -2.273 -1.105 -0.959  0.08
H5 -2.132 -2.014 -2.397  0.04
H6 -1.458 -2.564 -0.947  0.06
H7 -1.052 0.550 -3.012  0.08
H8 -0.340 -0.751 -3.886  0.08
H9 0.657 0.430 -3.099  0.08
H10 1.070 -2.444 -2.680  0.05
H11 1.820 -1.387 -1.461  0.09
H12 0.890 -2.863 -1.111  0.07
H13 0.365 1.747 0.655  0.06

Cartesian forces, eV/Å:
-0.169 -0.819 0.646
0.584 1.384 -1.636
1.842 1.645 0.559
2.669 1.093 0.728
-0.418 -1.364 -1.184
-1.337 0.665 0.097
0.035 0.106 0.292
0.276 -0.757 2.138
-1.388 -3.606 1.869
0.945 0.351 1.955
-0.546 0.461 -2.517
-0.161 -0.411 -0.172
0.284 1.158 0.867
-0.467 -0.028 0.096
-0.579 0.724 0.748
0.071 -1.815 -0.831
-0.824 -0.120 0.542
-0.773 0.975 0.457
-1.340 -0.768 -2.620
0.179 -1.344 0.833
-0.858 0.673 0.181
0.003 -0.188 -0.550
0.937 0.353 0.203
0.494 -0.147 -1.570
0.282 -0.016 -0.091
-0.405 0.282 0.875
0.663 1.512 -1.913

Computed properties:
Charge: -1
ΔE to the lowest compared entry with this formula, charge and spin, kcal per mole: 78.37
DFT total energy, a.u.: -3242.3742
E_LUMO, eV: 3.004
Gap between HOMO and LUMO, hartree: 0.19576